C10H27FLi2N2O3 as an isolated structure, computed with ωB97M-V/def2-TZVPD.

* E: -847.13097 Ha
* expectation value of S²: 0.7542

Geometry as ORCA input:
```
! wB97M-V def2-TZVPD RIJCOSX def2/J DEFGRID3
* xyz 1 2
Li -1.833 1.756 -3.510
Li -1.542 0.163 -1.125
F -0.785 0.071 -2.985
C -2.005 4.032 -0.558
C -3.127 2.986 -0.757
O -2.653 1.923 -1.560
H -2.279 4.654 0.294
H -1.837 4.646 -1.443
H -1.049 3.616 -0.241
H -4.000 3.525 -1.125
H -3.424 2.557 0.200
C 2.407 2.328 0.256
C 1.905 1.398 -0.875
C 2.363 -0.050 -0.477
O 3.710 -0.148 0.124
C 4.777 0.423 -0.684
N 0.491 1.393 -0.916
H 1.805 3.198 0.518
H 3.313 2.807 -0.113
H 2.630 1.847 1.208
H 2.213 1.633 -1.894
H 2.103 -0.801 -1.222
H 1.692 -0.402 0.307
H 5.686 0.417 -0.082
H 4.669 1.459 -1.003
H 5.027 -0.216 -1.531
H 0.099 2.324 -0.940
H 0.187 0.910 -1.749
C -2.170 -3.427 -0.407
C -2.111 -2.559 0.862
C -0.721 -2.516 1.581
O -0.419 -3.670 2.287
C 0.655 -3.783 3.162
N -2.479 -1.215 0.416
H -3.116 -3.306 -0.934
H -2.039 -4.448 -0.050
H -1.407 -3.171 -1.142
H -2.827 -2.953 1.584
H -0.651 -1.585 2.145
H 0.106 -2.372 0.886
H 1.561 -3.285 2.817
H 0.923 -4.830 3.304
H 0.298 -3.407 4.121
H -2.734 -0.659 1.220
H -3.412 -1.261 0.030
*
```

=====

C10H27FeN3S2 as an isolated structure, computed with ωB97M-V/def2-TZVPD.

* E: -2620.46402 Ha
* expectation value of S²: 8.7635

Geometry as ORCA input:
```
! wB97M-V def2-TZVPD RIJCOSX def2/J DEFGRID3
* xyz 3 6
Fe -0.229 -0.046 0.321
S -0.631 2.309 0.061
S -0.541 -2.418 0.182
C -2.463 2.434 0.132
C -0.422 2.338 -1.770
C -0.950 1.099 -2.461
N -0.339 -0.113 -1.865
C -0.906 -1.375 -2.402
C -0.342 -2.560 -1.639
H 0.658 2.467 -1.920
H -0.930 3.231 -2.141
H -0.696 1.153 -3.530
H -2.041 1.023 -2.359
H -0.645 -1.475 -3.468
H -2.001 -1.332 -2.309
H 0.738 -2.677 -1.797
H -0.838 -3.485 -1.946
C -2.359 -2.651 0.256
H 0.663 -0.102 -2.093
H -2.900 -1.780 -0.132
H -2.579 -2.787 1.320
H -2.636 -3.557 -0.297
H -2.703 2.581 1.191
H -2.947 1.524 -0.239
H -2.794 3.307 -0.441
C 4.205 0.097 -1.060
C 4.196 0.138 0.286
H 4.172 1.012 -1.660
H 4.314 -0.849 -1.600
H 4.158 1.089 0.834
H 4.315 -0.772 0.892
N -1.074 0.071 2.304
C -0.050 0.478 3.326
C 1.290 -0.085 2.925
N 1.508 0.192 1.475
H -1.872 0.706 2.333
H -1.456 -0.844 2.555
H -0.016 1.573 3.370
H -0.348 0.082 4.302
H 2.080 0.377 3.530
H 1.312 -1.171 3.075
H 1.818 1.159 1.349
H 2.285 -0.363 1.112
*
```

=====

C10H28AlBBrClF5Mg3O18PS2 as an isolated structure, computed with ωB97M-V/def2-TZVPD.

* E: -7290.10609 Ha

Geometry as ORCA input:
```
! wB97M-V def2-TZVPD RIJCOSX def2/J DEFGRID3
* xyz 0 1
C 3.201 -3.022 -1.848
O 1.883 -2.437 -1.835
B 1.747 -1.387 -0.865
O 2.723 -1.167 0.170
P 0.190 -0.160 -0.817
C 1.283 1.141 -1.692
O 2.386 0.511 -2.430
O 1.961 0.574 -3.749
C -0.735 -1.503 0.189
O -2.130 -1.689 -0.167
C -2.370 -2.924 -0.844
O -3.749 -3.330 -0.854
C -4.638 -2.218 -0.796
C -4.538 -1.227 -2.058
O -5.187 0.036 -1.629
C -1.289 1.108 -0.639
C -1.523 1.584 0.854
O -2.018 0.941 1.730
Br -0.991 3.473 1.347
H 3.197 -3.921 -1.139
H 4.063 -2.288 -1.662
H 3.363 -3.464 -2.900
H 2.401 -1.709 0.930
H -0.329 -0.684 -2.084
H 0.678 0.378 0.459
H 0.755 1.809 -2.455
H 1.791 1.789 -0.898
H 1.078 0.128 -3.823
H -0.147 -2.483 0.068
H -0.672 -1.256 1.300
H -2.053 -2.767 -1.940
H -1.766 -3.802 -0.451
H -4.602 -1.658 0.206
H -5.699 -2.657 -0.845
H -5.121 -1.644 -2.932
H -3.469 -0.944 -2.312
H -4.585 0.481 -0.976
H -1.036 2.082 -1.224
H -2.249 0.717 -1.135
Mg -1.257 2.201 -3.043
Cl 3.951 -1.556 -3.380
F 1.391 -3.157 1.978
Al 1.457 -4.405 3.231
F 1.722 -3.649 4.786
F 2.774 -5.513 2.872
F -0.067 -5.286 3.248
Mg -6.466 0.157 0.138
O -0.161 5.884 4.930
S -0.811 6.721 3.918
O -0.296 8.093 3.996
O -2.265 6.726 4.113
O -0.521 6.166 2.557
O -10.040 1.083 -1.445
H -10.534 1.544 -2.161
H -10.143 1.546 -0.579
H -9.077 0.969 -1.679
O 1.476 -6.186 6.028
H 1.206 -6.756 6.757
Mg 1.048 5.288 0.828
C 5.504 3.399 0.399
C 6.553 2.309 0.255
O 5.969 1.347 -0.624
S 5.002 2.105 -1.679
O 5.728 2.306 -2.888
O 3.712 1.478 -1.647
O 4.914 3.529 -0.898
H 4.720 3.101 1.102
H 5.936 4.347 0.718
H 6.811 1.852 1.209
H 7.459 2.695 -0.220
F 2.503 -4.746 6.922
*
```

=====

> Which value of E does entry 1 give?

-847.13097 Ha

=====

> Which formula does entry 1 have?

C10H27FLi2N2O3

=====

> Which formula does entry 1 have?

C10H27FLi2N2O3

=====

> E of number 3 (C10H28AlBBrClF5Mg3O18PS2)?

-7290.10609 Ha